1.
16 unconnected molecules or ions with the total composition H32O16 at a distorted geometry, computed with wB97M-V/def2-TZVPD.

Summary:
* spin multiplicity: 1

Each line ends with the Löwdin charge.
Atoms and positions in Å:
O: 0.7232 -0.6014 -3.0686  -0.0075
H: 1.0678 -1.4038 -2.6240  0.0921
H: 1.2073 0.1738 -2.8072  0.0180
O: -1.8420 -2.8804 -1.1876  -0.0367
H: -0.8597 -2.9093 -1.4556  0.1097
H: -2.1149 -3.4345 -1.8806  0.0355
O: -1.5962 0.1204 -2.3958  -0.1248
H: -0.6426 -0.1939 -2.6274  -0.0029
H: -2.0375 -0.7401 -2.1550  0.0559
O: 2.1825 1.4486 -1.8109  -0.0163
H: 2.2818 2.0832 -2.5143  0.0853
H: 1.4758 1.7949 -1.3024  -0.0045
O: -1.2369 -0.0536 2.6277  -0.0634
H: -1.7869 0.6062 2.1763  0.0007
H: -0.5331 -0.4023 2.0857  -0.0083
O: -2.0941 1.8549 0.8506  -0.0513
H: -2.6918 1.3656 0.2738  0.0128
H: -2.5891 2.5789 1.2565  0.0985
O: 3.6953 -0.0299 -0.1308  -0.0581
H: 4.4849 -0.1417 -0.7058  0.0728
H: 3.1669 0.5810 -0.6662  -0.0140
O: -0.3450 2.4441 -1.0457  -0.0323
H: -0.7814 2.2944 -0.1862  0.0005
H: -0.1437 3.3523 -1.0308  0.0375
O: -3.7302 1.1737 -1.2542  -0.0489
H: -3.0517 0.7104 -1.7627  -0.0123
H: -3.9275 0.5336 -0.5837  -0.0060
O: 1.9325 -2.5492 0.1364  -0.0544
H: 2.7019 -2.2527 -0.3448  0.0265
H: 1.2366 -1.9104 -0.0049  -0.0330
O: 0.1563 -0.4992 -0.0714  -0.0241
H: 0.6483 0.2276 0.2789  -0.0054
H: -0.3827 -0.1959 -0.7857  0.0014
O: 1.1696 1.6893 1.3105  -0.0388
H: 0.9848 1.5060 2.2393  0.0864
H: 0.6961 2.5037 1.1581  0.0668
O: 1.8939 -0.9502 2.3790  -0.0442
H: 1.8785 -1.7432 1.8262  0.0096
H: 2.5443 -0.4013 1.9421  -0.0127
O: -3.1248 -0.8531 0.7401  -0.0507
H: -2.3898 -0.8685 1.3305  -0.0255
H: -3.9320 -0.9018 1.3089  0.0995
O: 3.6714 1.7335 2.0984  -0.0845
H: 2.8136 1.6119 1.6535  -0.0386
H: 3.6038 2.3301 2.8606  0.0446
O: -1.1193 -2.9850 1.3309  -0.0276
H: -1.7453 -3.1309 2.0071  0.0237
H: -1.5190 -2.6857 0.5312  -0.0507


2.
16 unconnected molecules or ions with the total composition H32O16 at a distorted geometry, computed with wB97M-V/def2-TZVPD.

Summary:
* spin multiplicity: 1

Each line ends with the Löwdin charge.
Atoms and positions in Å:
O: 0.8850 14.2480 -1.8220  -0.0665
H: 0.3180 13.7030 -2.3700  -0.0031
H: 0.5550 15.1690 -1.9220  0.0333
O: 2.1660 15.2580 -7.7440  -0.0431
H: 1.8490 16.0030 -8.1860  0.0363
H: 3.0860 15.4690 -7.7540  0.0034
O: 3.5190 14.9440 -2.0180  -0.0996
H: 3.4240 15.7690 -2.5230  -0.0320
H: 2.6170 14.5590 -2.0510  -0.0128
O: 4.7270 15.6820 -6.9240  -0.0794
H: 4.6220 15.3460 -5.9910  0.0274
H: 4.9810 14.9200 -7.4920  0.0763
O: 3.0610 11.9930 -2.6670  -0.0297
H: 2.3820 11.8810 -3.3340  -0.0101
H: 2.6450 11.9420 -1.8220  0.0449
O: 1.4150 11.2880 -4.7920  -0.0366
H: 0.5800 11.7530 -4.6290  0.0389
H: 1.2170 10.3640 -4.5870  0.0890
O: 2.5910 17.1210 -3.0920  -0.0689
H: 3.0470 17.7120 -2.4560  0.1059
H: 1.6830 17.0800 -2.7590  0.0196
O: 2.3750 12.5680 -7.1290  -0.0768
H: 2.0130 12.3270 -6.2600  -0.0228
H: 2.2940 13.5420 -7.0460  -0.0137
O: 4.0190 13.6780 -4.6220  -0.0547
H: 3.7830 13.5190 -3.7100  0.0168
H: 3.9870 12.7640 -4.9330  0.0905
O: -0.5360 14.6240 -7.4820  -0.0801
H: 0.4080 14.9050 -7.4470  -0.0067
H: -0.9070 15.1810 -6.7830  -0.0392
O: 1.7250 17.2100 -5.7650  -0.0551
H: 2.1460 17.1970 -4.9090  -0.0120
H: 2.3830 17.5770 -6.4020  0.0803
O: 0.0310 16.6530 -3.0040  -0.0028
H: -0.6550 17.2520 -2.7500  0.0800
H: -0.2090 16.5480 -3.8880  -0.0178
O: -0.6170 13.1580 -3.8480  -0.0420
H: -1.3840 13.7130 -3.7400  0.0574
H: 0.0630 13.7110 -4.2280  -0.0143
O: 1.5420 14.3430 -4.9120  0.0032
H: 2.4370 14.1420 -4.7680  -0.0294
H: 1.5210 15.2480 -5.1200  -0.0033
O: -1.1630 16.2660 -5.5140  -0.0228
H: -1.0970 17.1750 -5.8500  0.0982
H: -2.0700 16.1570 -5.2740  0.0722
O: 5.0300 16.0410 -4.1340  -0.0469
H: 4.8520 15.0850 -4.0850  0.0024
H: 5.9250 16.0210 -3.8470  0.0462


3.
17 unconnected molecules or ions with the total composition H33O17 at a distorted geometry, computed with wB97M-V/def2-TZVPD.

Summary:
* charge: -1
* spin multiplicity: 1

Each line ends with the Löwdin charge.
Atoms and positions in Å:
O: -0.8802 3.1633 2.5206  -0.0647
H: -0.3186 3.2654 3.2023  -0.0427
H: -1.2029 2.2481 2.1725  0.0551
O: 1.6562 -4.3781 -2.3829  -0.1091
H: 2.0719 -3.6677 -1.7685  0.0794
H: 1.4437 -5.2170 -1.9494  0.0261
O: 2.8790 0.8944 3.7651  0.0018
H: 3.2761 0.0400 3.8312  0.0237
H: 3.1362 1.3130 3.0146  -0.0270
O: -1.2750 -3.0235 -0.5560  -0.0423
H: -1.2458 -2.5909 0.2462  -0.0498
H: -1.2097 -2.2973 -1.1873  0.0149
O: -3.1425 2.4229 -0.2865  -0.0632
H: 0.3229 -1.1081 1.7737  -0.0470
O: -1.3528 -0.1062 -1.3622  -0.1114
H: -0.9262 -5.0465 0.9927  0.0411
H: -2.2403 -0.1200 -1.7684  0.0417
O: 0.6545 4.2788 -0.0132  0.0300
H: 1.9747 0.2490 0.6089  0.0698
H: -0.2154 4.5066 0.1441  0.0022
O: -0.9542 0.0272 -4.9210  0.0010
H: -1.3434 0.2693 -4.1621  -0.0622
H: -2.4264 1.8023 -0.5395  0.0097
O: 2.6277 0.6441 -0.1121  -0.1020
H: 0.6877 3.4917 -0.4398  -0.0194
H: 2.0698 1.1732 -0.6794  0.0105
O: -0.1924 5.6287 -2.5323  -0.0457
H: -0.5801 4.7575 -2.5604  0.0230
H: 0.2244 5.5932 -1.6917  -0.0215
O: 5.0187 -1.1156 -0.3898  -0.0481
H: 4.2032 -1.6947 -0.5412  0.0592
H: -4.2860 1.1174 -2.4417  0.0094
O: 0.3329 -1.3502 0.9331  -0.0410
H: -0.4340 -0.8048 0.5977  0.0177
H: -3.3716 0.4332 1.5609  -0.0015
O: -4.9697 1.0403 -1.7770  -0.0877
H: -4.4595 0.8350 -0.9332  0.0427
H: -2.8771 2.9700 0.4397  0.0222
O: 3.8963 -3.3959 1.0298  0.0182
H: 3.6587 -2.5124 1.1939  0.0039
H: 3.3720 -3.8992 1.5508  -0.0132
O: -0.8588 -5.2970 1.9382  -0.0367
H: -0.7508 -4.5076 2.3755  -0.0270
H: -0.3620 -0.6793 -4.6774  0.0415
O: -3.1911 -0.2963 2.1466  -0.0583
H: 5.5395 -1.6562 0.1143  -0.0365
H: -2.2244 -0.3320 2.1732  0.0092
O: -0.6978 1.0577 0.7744  -0.3164
H: -0.0433 1.5277 1.1144  -0.1326
H: -1.0137 0.3465 -0.5420  -0.0474


4.
17 unconnected molecules or ions with the total composition H34O17 at a distorted geometry, computed with wB97M-V/def2-TZVPD.

Summary:
* charge: -1
* spin multiplicity: 2

Each line ends with the Löwdin charge.
Atoms and positions in Å:
O: 2.8883 -2.0735 -3.8238  -0.1090
H: 2.9219 -1.9746 -2.8919  -0.0459
H: 3.8556 -1.7534 -4.0094  0.1120
O: -0.7598 1.3343 -4.4373  -0.0272
H: -0.4377 0.4821 -4.4273  -0.0386
H: -0.0954 1.9288 -4.7436  0.0224
O: 3.7482 -3.7515 0.8017  -0.1150
H: 4.7456 -3.8216 0.6811  0.0513
H: 3.6870 -2.8538 1.0190  -0.0709
O: -3.0301 4.3061 -1.5940  -0.0017
H: -3.4840 4.4175 -0.8194  -0.0164
H: -3.5719 3.8550 -2.2109  0.0221
O: 1.3405 -0.2597 -2.8982  -0.1185
H: 0.7606 -0.8405 -2.3798  0.0175
H: 1.4141 -1.0436 -3.5602  0.0517
O: -2.1947 -0.3573 -2.4731  -0.0559
H: -2.8188 -1.0052 -2.2023  0.0014
H: -2.7145 0.1234 -3.1122  0.0160
O: -4.8094 -2.2217 2.3401  -0.1271
H: -4.8912 -3.1860 2.2421  0.0262
H: -4.0922 -2.2932 3.0065  0.0337
O: 1.3882 -0.5474 0.7695  -0.1069
H: 0.5467 -0.2446 1.1946  0.0907
H: 1.9891 -1.0360 1.2433  -0.0420
O: 4.0860 -0.1722 1.5110  -0.1410
H: 4.5677 -0.2608 2.3011  -0.0179
H: 4.7746 -0.5404 0.8583  0.0623
O: -1.4292 2.9148 4.8691  -0.0668
H: -1.2406 3.7424 4.5535  -0.0573
H: -0.6651 2.8769 5.4486  0.0315
O: 0.2325 -2.3781 3.2916  -0.2433
H: -0.0292 -2.1163 4.2515  0.0372
H: 0.5162 -3.3165 3.6324  0.0484
O: -0.3134 -6.1970 -0.0038  -0.1267
H: 0.0501 -5.3351 -0.0677  -0.0204
H: -0.6611 -6.0446 -0.9546  0.0728
O: -0.1701 3.7825 3.0357  -0.0156
H: -0.3804 4.5975 2.6066  0.0457
H: 0.6490 3.4368 2.9079  -0.0157
O: -0.1524 4.8611 -0.8378  -0.0258
H: -0.0490 5.2020 -1.6634  -0.0303
H: -0.9116 5.3647 -0.4727  0.0408
O: -5.4734 -0.0572 -1.4717  -0.0163
H: -5.4464 -0.3594 -0.5344  0.0688
H: -5.9020 0.6758 -1.2570  -0.0595
O: 1.5582 2.4366 0.8310  -0.0593
H: 0.5699 2.2692 0.6156  0.0896
H: 1.8423 1.6130 0.9705  -0.0989
O: 2.8860 -1.5593 -0.9766  -0.1845
H: 2.7199 -0.7017 -0.2668  0.1035
H: 1.9853 -1.9181 -0.8925  0.0088


5.
17 unconnected molecules or ions with the total composition H34O17 at a distorted geometry, computed with wB97M-V/def2-TZVPD.

Summary:
* spin multiplicity: 1

Each line ends with the Löwdin charge.
Atoms and positions in Å:
O: -1.2987 -1.8774 -2.0141  -0.0458
H: -2.2647 -1.8814 -1.9151  0.0687
H: -0.8807 -1.1674 -1.5481  -0.0316
O: -0.2427 2.6606 0.4639  -0.0777
H: -0.9267 2.1906 0.9929  0.0211
H: -0.6647 3.5306 0.3269  0.0945
O: -1.0917 -1.5044 1.5159  -0.0282
H: -0.8877 -2.4564 1.5149  0.1080
H: -1.9977 -1.4664 1.2979  0.0252
O: 2.3473 2.0946 1.0319  -0.0695
H: 3.0223 2.7586 0.8339  0.0795
H: 1.4563 2.3826 0.7649  0.0022
O: 0.0593 -0.1804 -0.4441  -0.0660
H: 1.0553 -0.1074 -0.4071  0.0314
H: -0.1687 -0.4474 0.4509  0.0009
O: 2.3693 -2.2644 0.2439  -0.0491
H: 2.3383 -2.0404 1.1939  0.0173
H: 2.7983 -1.5324 -0.1971  0.0009
O: 2.6843 0.2566 -0.8521  -0.0855
H: 3.2293 0.7196 -0.2121  0.0548
H: 2.3063 1.0236 -1.3481  0.0400
O: -2.4457 -0.6154 3.5059  -0.0727
H: -2.9037 -1.4334 3.6369  0.0200
H: -1.8897 -0.8904 2.7349  -0.0334
O: -0.2997 0.1006 -3.7961  -0.0910
H: -0.5687 0.6126 -3.0271  -0.0376
H: 0.1433 -0.6674 -3.3591  0.0002
O: 1.2133 2.2966 -2.1061  -0.0428
H: 1.0003 2.8276 -2.8751  0.0659
H: 0.3173 2.1776 -1.7461  -0.0021
O: -1.7107 1.9026 -1.8331  -0.0528
H: -2.0547 2.6906 -2.3011  0.0971
H: -1.4037 2.3576 -1.0291  0.0105
O: 1.7913 -1.6374 -3.0281  -0.0164
H: 2.3913 -1.0284 -2.5931  0.0231
H: 2.2063 -2.0334 -3.7821  0.0506
O: -3.0617 0.1236 0.1029  -0.0334
H: -2.4997 0.4356 -0.6071  0.0159
H: -3.6597 -0.4804 -0.3671  0.0911
O: 0.0963 -3.7104 -0.5871  -0.0936
H: -0.4347 -3.1374 -1.2081  -0.0003
H: 0.7663 -3.1004 -0.3021  -0.0449
O: -2.3117 1.7806 1.9669  -0.0434
H: -3.0757 2.3596 1.8209  0.0802
H: -2.5377 0.9866 1.4819  -0.0174
O: 1.7513 -2.1524 2.9949  -0.0669
H: 1.2943 -1.3204 2.8919  -0.0297
H: 2.1193 -1.7034 3.7989  0.0807
O: 0.8513 0.4666 2.7509  -0.0658
H: 1.2123 0.8776 1.9139  0.0294
H: 0.4633 1.2216 3.2539  0.0885


6.
17 unconnected molecules or ions with the total composition H34O17 at a distorted geometry, computed with wB97M-V/def2-TZVPD.

Summary:
* spin multiplicity: 1

Each line ends with the Löwdin charge.
Atoms and positions in Å:
O: -1.4001 1.9422 -0.3618  -0.0443
H: -1.4270 1.7593 0.5866  0.0178
H: -2.3116 2.0809 -0.6183  0.0312
O: -4.7134 -0.1734 -2.0287  -0.0487
H: -5.2341 0.6231 -1.8963  0.0475
H: -5.1648 -0.7335 -2.6633  0.0473
O: -0.7183 -3.7182 -1.2391  -0.0747
H: -1.3300 -3.0036 -1.4933  -0.0176
H: 0.1437 -3.2927 -1.2055  0.0117
O: 0.9440 -2.1538 1.1745  -0.0590
H: 1.5349 -2.8368 1.5275  0.0464
H: 0.3073 -2.8124 0.8414  0.0242
O: 2.7267 0.1047 -2.8654  -0.0492
H: 3.1506 0.5390 -2.1139  0.0415
H: 2.4528 0.8962 -3.3403  0.0053
O: 4.9819 0.6384 0.4110  -0.0602
H: 5.4522 -0.1912 0.5401  0.0252
H: 5.2143 1.1990 1.1563  0.0317
O: -3.4564 -0.9054 3.4104  -0.0625
H: -4.2768 -1.2352 3.0410  0.0348
H: -3.2155 -0.0899 2.9691  0.0087
O: -0.8684 -0.9009 -5.2199  -0.0607
H: -1.2166 -1.1608 -4.3569  0.0123
H: -1.5483 -0.4188 -5.6945  0.0323
O: -1.3681 0.0813 2.2240  -0.0506
H: -0.9923 -0.6912 1.7955  0.0393
H: -1.3027 0.0669 3.1822  0.0228
O: -2.8751 -2.0124 -1.7212  -0.0692
H: -3.8129 -2.1891 -1.5775  0.0437
H: -2.8246 -1.2775 -1.0967  0.0396
O: 2.3113 2.9713 1.8755  -0.0524
H: 2.1491 3.5309 1.1203  0.0324
H: 1.6007 2.7343 2.4711  0.0039
O: 1.1344 2.1510 -4.7843  -0.0525
H: 1.9895 2.3521 -5.1724  0.0399
H: 1.0039 1.1953 -4.7867  0.0201
O: -1.1631 4.2537 3.2190  -0.0569
H: -1.1130 5.1329 2.8332  0.0318
H: -0.8086 4.3803 4.1039  0.0336
O: 4.8977 -1.5111 -1.7851  -0.0543
H: 4.0574 -1.3908 -1.3330  0.0179
H: 4.9255 -2.4207 -2.0878  0.0376
O: -0.5988 -0.5628 -2.2303  -0.0446
H: -0.9160 0.2911 -1.9380  0.0215
H: 0.2952 -0.7150 -2.5318  0.0278
O: -0.8022 -1.3006 5.3686  -0.0538
H: -1.6365 -1.7561 5.5432  0.0409
H: -0.8055 -0.6956 6.1211  0.0464
O: 1.2653 1.0054 4.3142  -0.0518
H: 2.1102 1.1392 3.8743  0.0303
H: 0.9519 0.1264 4.0751  0.0156


| no. | calculated total energy (a.u.) |
| --- | --- |
| 1 | -1223.02412 |
| 2 | -1223.03717 |
| 3 | -1298.82238 |
| 4 | -1299.25074 |
| 5 | -1299.46537 |
| 6 | -1299.41796 |